(1)
The following is a quantum chemistry calculation of a 3-piece molecular cluster, C12H33N2O5 overall at a distorted geometry, from the OMol25 dataset.

Atoms and positions in Å:
O 0.74297 -0.27862 0.06858
H 0.23067 -1.15969 -0.10387
H 1.41190 -0.37907 -0.84177
H 0.32905 0.70174 -0.03826
C -1.56386 -2.71539 2.19737
O -1.21172 -2.45658 1.02640
C -1.80297 -3.26823 0.01137
C -1.74448 -2.52329 -1.40165
N -0.33944 -2.23018 -1.67755
C -0.22189 -1.50998 -2.93528
C 1.29721 -1.37334 -3.25446
O 1.93219 -0.54288 -2.25579
C 3.31849 -0.19772 -2.62175
H -2.02189 -3.62864 2.46172
H -2.36299 -2.06618 2.36219
H -0.76881 -2.41928 3.01485
H -2.82358 -3.50660 0.31231
H -1.27571 -4.19092 -0.11850
H -2.05392 -1.37939 -1.36559
H -1.98263 -3.23463 -2.18114
H 0.14778 -3.21404 -1.92699
H -0.49605 -0.49556 -2.80400
H -0.69938 -2.25891 -3.68520
H 1.37949 -0.68209 -4.28642
H 1.90029 -2.41779 -3.35188
H 3.28589 0.26169 -3.72737
H 3.82691 -1.10020 -2.75432
H 3.85212 0.34227 -1.96530
C 0.89398 1.18672 5.51502
O -0.04361 1.45344 4.79421
C 0.45267 1.50311 3.40105
C -0.77051 1.61967 2.43130
N -0.24322 2.02455 1.10247
C -1.43112 2.25988 0.36550
C -0.98108 2.66237 -1.05308
O 0.05824 1.77039 -1.64046
C 0.59172 2.40093 -2.75852
H 1.35596 2.00834 5.52294
H 1.53421 0.48182 5.29975
H 0.50940 0.92809 6.71966
H 1.08458 0.68656 3.11349
H 1.13965 2.40707 3.23616
H -1.33135 2.33902 2.91369
H -1.27889 0.68371 2.26427
H 0.22483 3.10382 1.23081
H -2.01284 3.02431 0.65866
H -2.00063 1.42559 0.27379
H -0.61168 3.75245 -0.84761
H -1.88617 2.92601 -1.48810
H -0.04018 2.79193 -3.55799
H 1.20845 1.57228 -3.29070
H 1.29193 2.91145 -2.36401

Forces on the atoms, in the same order (eV/Å):
O 1.6 -0.3 -2.6
H -0.2 1.4 0.1
H -1.4 0.3 1.5
H 0.4 -1.9 0.9
C -0.6 0.8 8.9
O 3.5 0.4 -9.4
C -0.5 1.8 -1.3
C 1.3 1.7 2.4
N 2.5 -3.1 0.1
C 2.3 -2.8 -0.6
C 0.9 0.4 -2.5
O 0.9 0.2 0.3
C -3.3 -1.1 -5.2
H 0.2 -1.9 -0.1
H -1.9 1.5 1.5
H -1.2 -0.8 -1.6
H -0.2 0.1 -0.2
H 0.6 -0.7 0.1
H -1.1 -2.8 -0.2
H -1.7 0.3 -0.3
H -1.1 2.7 1.2
H -1.4 0.9 -0.3
H 0.4 2.3 0.3
H -0.1 -2.3 2.3
H -1.5 2.4 0.1
H 0.1 -0.5 2.6
H 0.9 -1.6 -0.2
H 1.0 2.4 2.6
C 1.0 -3.5 11.7
O -9.2 0.4 -10.4
C -1.4 1.5 -0.1
C 4.2 -1.1 0.5
N 0.9 3.6 2.2
C 3.7 -0.2 -4.2
C 2.2 1.8 2.7
O -4.5 1.0 1.4
C -1.3 -5.8 -4.1
H 5.5 6.5 1.7
H 3.1 -4.5 -1.5
H 1.0 0.8 -3.2
H 0.2 -1.0 0.4
H -1.0 -0.7 0.6
H -1.9 1.5 0.5
H -0.3 -0.3 0.4
H -1.3 -3.9 -0.4
H -2.2 2.8 1.5
H -1.7 -2.9 0.1
H 0.5 -1.8 -0.8
H -1.5 -0.6 -2.6
H -0.4 0.4 0.7
H -1.1 1.1 0.6
H 4.8 5.1 1.8

Results
- Orbital gap: 9.8 eV
- LUMO: -2.0 eV
- E: -962.08326 hartree
- ΔE to the lowest compared entry with this formula, charge and spin: 4.126 eV
- Net charge: +1

***

(2)
The following is a quantum chemistry calculation of a 5-piece molecular cluster, C12H33NO5 overall at a distorted geometry, from the OMol25 dataset.

Atoms and positions in Å:
C 2.00102 -1.29327 2.09025
C 2.29802 -1.81527 0.61625
O 3.23502 -2.49527 0.34225
N 1.39902 -1.31327 -0.45075
H 0.52502 -0.85227 0.06625
H 1.90302 -0.61527 -1.15975
C 1.03902 -2.34227 -1.49375
H 2.55702 -0.18627 2.25025
H 2.33602 -2.02027 2.91625
H 1.12102 -1.36827 2.18225
H 0.58802 -3.06627 -0.87075
H 2.08302 -2.86827 -2.07375
H 0.26102 -1.79827 -2.02175
O -0.66798 0.12973 0.42525
H -1.41398 0.54173 1.01925
C 0.46802 3.95873 0.14625
C 1.47302 2.82273 0.40225
C 2.65902 3.55473 1.05825
O 1.08002 1.90073 1.29625
H -0.23398 3.51073 -0.41575
H 0.92802 4.91073 -0.00175
H -0.02298 4.15473 1.14325
H 1.94402 2.39973 -0.43875
H 2.60402 3.92873 2.10925
H 2.99302 4.28773 0.70925
H 3.54402 2.84473 1.12225
H 0.38002 1.40973 0.90025
C -2.94898 -3.93327 2.17325
C -2.25898 -2.45727 1.94025
C -1.50598 -2.10527 3.23625
O -1.33998 -2.61427 0.94625
H -3.71198 -4.08227 1.15525
H -3.65198 -3.57127 2.89225
H -2.24798 -4.77227 2.57825
H -3.07998 -1.84327 1.69525
H -0.78698 -2.80827 3.56825
H -2.32898 -2.05727 4.05625
H -0.97598 -1.19827 3.12925
H -0.93298 -1.80827 0.79625
C -1.93798 0.54473 -3.93375
C -0.75198 0.98073 -2.96075
C -0.18898 2.20873 -3.58675
O -1.35498 1.42173 -1.68675
H -1.43698 0.15373 -4.93075
H -2.66798 1.23873 -4.25375
H -2.54498 -0.26327 -3.48875
H 0.04302 0.35273 -2.97875
H 0.81002 2.55673 -2.89575
H -0.80898 2.99973 -3.71375
H 0.41902 1.81973 -4.60775
H -0.88898 0.91673 -0.99875

Forces on the atoms, in the same order (eV/Å):
C 13.4 1.2 -1.4
C 1.7 0.6 2.5
O -0.4 -0.1 -0.6
N 1.3 1.9 -1.9
H 0.1 0.6 -0.9
H -1.1 -0.9 2.9
C 2.3 -1.0 -0.1
H -2.1 -3.0 -0.5
H 0.5 0.9 -1.7
H -12.6 0.6 1.4
H -0.7 -1.5 -0.1
H -3.5 2.1 1.7
H 0.3 -0.6 -1.0
O -1.3 0.4 1.6
H 2.2 -1.5 -1.7
C 1.1 -0.6 4.0
C 2.3 4.8 1.9
C -2.1 -11.5 6.8
O 0.3 -0.8 1.7
H -2.9 -0.2 -2.8
H 0.1 0.4 -1.4
H 0.4 -0.5 -0.7
H -0.1 -0.7 -1.9
H -1.1 -0.9 -0.3
H 4.6 11.1 -6.7
H -0.8 0.5 0.0
H -1.5 -1.6 -0.4
C -0.7 1.9 -2.6
C 1.0 -4.6 2.3
C -3.6 0.2 1.0
O 0.1 -2.8 -1.5
H 2.7 -0.4 2.8
H -0.7 -0.8 1.0
H -1.4 1.5 -1.2
H -0.8 1.3 -0.2
H 0.5 -1.3 -0.1
H 1.6 0.4 -1.0
H 0.2 1.4 0.1
H 0.9 3.2 -0.6
C 2.4 -2.9 -0.6
C -5.8 4.3 -0.7
C 7.7 -2.2 -0.4
O 1.2 -0.9 -2.2
H -1.0 0.5 1.9
H -0.3 1.6 0.1
H 0.5 0.0 -0.2
H 1.9 -2.8 0.8
H -2.8 -0.6 -1.7
H -1.9 2.3 -0.6
H -1.9 1.4 2.3
H -0.4 -0.3 1.0

Results
- Orbital gap: 8.8 eV
- LUMO: -0.5 eV
- E: -907.61548 hartree
- ΔE to the lowest compared entry with this formula, charge and spin: 8.179 eV

***

Question: Look up the LUMO of the second one.
Answer: -0.5 eV